Here is C4H6N2 in the gas phase from the Open Molecules 2025 dataset. Energies are from ωB97M-V with the def2-TZVPD basis set.

Last columns: bonded neighbours and bond lengths (Å).
Geometry (Å):
1 C -1.8958 -0.2700 0.0650  C2 1.496, H7 1.094, H8 1.094, H9 1.096
2 C -0.4053 -0.1411 0.0523  C1 1.496, C3 1.368, N6 1.379
3 C 0.3523 0.9977 0.0247  C2 1.368, N4 1.378, H10 1.080
4 N 1.6604 0.5703 -0.0530  C3 1.378, C5 1.358, H11 1.005
5 C 1.6317 -0.7873 -0.0657  N4 1.358, N6 1.308, H12 1.083
6 N 0.4102 -1.2514 0.0005  C2 1.379, C5 1.308
7 H -2.3756 0.6539 0.4025  C1 1.094
8 H -2.2046 -1.0860 0.7244  C1 1.094
9 H -2.2706 -0.4974 -0.9397  C1 1.096
10 H 0.0871 2.0445 0.0499  C3 1.080
11 H 2.4770 1.1510 -0.1369  N4 1.005
12 H 2.5333 -1.3842 -0.1240  C5 1.083

Summary:
largest force on an atom: 0.2 eV/Å
E_LUMO: 0.9421 eV
frontier orbital gap: 9.5 eV
2S+1: 1
net charge: 0
SMILES: Cc1c[nH]cn1
energy relative to the best compared isomer or geometry (same formula, charge and spin): 0.000 eV
electronic energy: -7225.591 eV

---

Here is C4H6N2 in the gas phase at a distorted geometry from the Open Molecules 2025 dataset. Energies are from ωB97M-V with the def2-TZVPD basis set.

Last columns: bonded neighbours and bond lengths (Å).
Geometry (Å):
1 N 2.9865 -0.0385 0.0126  C2 1.163
2 C 1.9030 -0.0882 0.4321  N1 1.163, N3 1.374
3 N 0.5804 -0.2365 0.7720  C2 1.374, C4 1.465, C5 1.446
4 C -0.0998 -1.0277 -0.2567  N3 1.465, C6 1.514, H7 1.125, H8 1.154
5 C -0.2725 0.9133 0.5678  N3 1.446, C6 1.516, H9 1.111, H10 1.090
6 C -0.9985 0.1600 -0.5287  C4 1.514, C5 1.516, H11 1.147, H12 1.038
7 H -0.7710 -1.7758 0.2479  C4 1.125
8 H 0.4469 -1.4857 -1.1645  C4 1.154
9 H -1.0006 1.1642 1.3685  C5 1.111
10 H 0.2429 1.8195 0.2508  C5 1.090
11 H -2.0954 0.0642 -0.2066  C6 1.147
12 H -0.9219 0.5312 -1.4954  C6 1.038

Summary:
largest force on an atom: 3.5 eV/Å
E_LUMO: 0.8636 eV
frontier orbital gap: 10.6 eV
2S+1: 1
net charge: 0
SMILES: N#CN1CCC1
energy relative to the best compared isomer or geometry (same formula, charge and spin): 2.415 eV
electronic energy: -7223.176 eV

---

Here is C4H6N2 in the gas phase from the Open Molecules 2025 dataset. Energies are from ωB97M-V with the def2-TZVPD basis set.

Last columns: bonded neighbours and bond lengths (Å).
Geometry (Å):
1 N 2.2653 0.6726 0.1470  C2 1.381, H7 1.005, H8 1.007
2 C 1.1013 0.8791 -0.5664  N1 1.381, C3 1.316, H9 1.088
3 C -0.1440 0.8918 -0.1404  C2 1.316, C4 1.316
4 C -1.3645 0.4818 0.1300  C3 1.316, C5 1.484, H10 1.090
5 C -1.6652 -0.9702 0.1781  C4 1.484, N6 1.273, H11 1.099
6 N -0.7375 -1.8426 0.1661  C5 1.273, H12 1.020
7 H 3.1207 1.0206 -0.2492  N1 1.005
8 H 2.2224 0.6730 1.1530  N1 1.007
9 H 1.2467 1.0329 -1.6333  C2 1.088
10 H -2.1817 1.1719 0.3419  C4 1.090
11 H -2.7304 -1.2299 0.2567  C5 1.099
12 H -1.1331 -2.7810 0.2166  N6 1.020

Summary:
largest force on an atom: 0.4 eV/Å
E_LUMO: 0.7185 eV
frontier orbital gap: 8.9 eV
2S+1: 1
net charge: 0
SMILES: [H]/N=C/C=C=CN
energy relative to the best compared isomer or geometry (same formula, charge and spin): 2.494 eV
electronic energy: -7223.097 eV

---

Here is C4H6N2 in the gas phase at a distorted geometry from the Open Molecules 2025 dataset. Energies are from ωB97M-V with the def2-TZVPD basis set.

Last columns: bonded neighbours and bond lengths (Å).
Geometry (Å):
1 C 1.2069 -0.6481 1.1079  C2 1.526, H7 1.093, H8 1.098, H9 1.105
2 C 0.2818 -0.2153 -0.0255  C1 1.526, C3 1.379, C6 1.429
3 C -0.1862 1.0779 -0.1209  C2 1.379, N4 1.354, H10 1.077
4 N -1.3471 1.0747 -0.8171  C3 1.354, N5 1.342, H11 1.013
5 N -1.6199 -0.1339 -1.3338  N4 1.342, C6 1.344
6 C -0.5797 -0.8901 -0.9445  C2 1.429, N5 1.344, H12 1.088
7 H 1.9487 -1.4214 0.8907  C1 1.093
8 H 1.7333 0.2253 1.5159  C1 1.098
9 H 0.6062 -1.0261 1.9543  C1 1.105
10 H 0.3662 1.9983 -0.0324  C3 1.077
11 H -2.0491 1.7924 -0.6855  N4 1.013
12 H -0.3610 -1.8078 -1.4859  C6 1.088

Summary:
largest force on an atom: 1.1 eV/Å
E_LUMO: 1.0428 eV
frontier orbital gap: 10.0 eV
2S+1: 1
net charge: 0
SMILES: Cc1cn[nH]c1
energy relative to the best compared isomer or geometry (same formula, charge and spin): 1.483 eV
electronic energy: -7224.108 eV

---

Here is C4H6N2 in the gas phase at a distorted geometry from the Open Molecules 2025 dataset. Energies are from ωB97M-V with the def2-TZVPD basis set.

Last columns: bonded neighbours and bond lengths (Å).
Geometry (Å):
1 C 2.2547 0.3442 0.0710  C3 1.501, H10 1.088, H11 1.091, H12 1.092
2 C -2.3376 0.3928 0.1727  N4 1.424, N5 1.253, H8 1.084
3 C 1.0536 -0.5155 -0.1981  C1 1.501, C6 1.299, H9 1.080
4 N -1.2314 0.3791 -0.7234  C2 1.424, C6 1.210
5 N -3.1108 -0.5588 0.4303  C2 1.253, H7 1.017
6 C -0.1275 -0.0562 -0.4845  C3 1.299, N4 1.210
7 H -2.7928 -1.4860 0.1607  N5 1.017
8 H -2.6227 1.4069 0.4290  C2 1.084
9 H 1.2178 -1.5799 -0.2770  C3 1.080
10 H 2.0204 1.3986 -0.0617  C1 1.088
11 H 3.0634 0.0787 -0.6113  C1 1.091
12 H 2.6129 0.1961 1.0923  C1 1.092

Summary:
largest force on an atom: 1.1 eV/Å
E_LUMO: 0.8368 eV
frontier orbital gap: 9.7 eV
2S+1: 1
net charge: 0
SMILES: [H]/N=C\N=C=CC
energy relative to the best compared isomer or geometry (same formula, charge and spin): 2.120 eV
electronic energy: -7223.471 eV

---

Here is C4H6N2 in the gas phase at a distorted geometry from the Open Molecules 2025 dataset. Energies are from ωB97M-V with the def2-TZVPD basis set.

Last columns: bonded neighbours and bond lengths (Å).
Geometry (Å):
1 N 0.5919 1.0156 1.0340  C2 1.433, H7 1.019, H8 1.018
2 C 0.2191 0.0019 0.0925  N1 1.433, C3 1.514, C4 1.519, C5 1.512
3 C -1.0522 0.0000 -0.7298  C2 1.514, C4 1.496, H9 1.083, H10 1.086
4 C -0.9062 -0.9706 0.3998  C2 1.519, C3 1.496, H11 1.096, H12 1.081
5 C 1.4148 -0.1809 -0.8146  C2 1.512, N6 1.165
6 N 2.2939 0.3037 -1.4052  C5 1.165
7 H 1.1158 0.5919 1.7983  N1 1.019
8 H 1.2525 1.6056 0.5331  N1 1.018
9 H -0.8557 -0.3726 -1.7278  C3 1.083
10 H -1.7765 0.8064 -0.6623  C3 1.086
11 H -1.5629 -0.7770 1.2560  C4 1.096
12 H -0.7348 -2.0240 0.2259  C4 1.081

Summary:
largest force on an atom: 1.6 eV/Å
E_LUMO: 0.8271 eV
frontier orbital gap: 10.8 eV
2S+1: 1
net charge: 0
SMILES: N#CC1(N)CC1
energy relative to the best compared isomer or geometry (same formula, charge and spin): 1.983 eV
electronic energy: -7223.608 eV

---

Here is 2 unconnected molecules or ions with the total composition C4H6N2 at a distorted geometry from the Open Molecules 2025 dataset. Energies are from ωB97M-V with the def2-TZVPD basis set.

Last columns: bonded neighbours and bond lengths (Å).
Geometry (Å):
1 C 1.3695 -0.4903 0.0873  C3 1.420, C4 1.529, N5 1.264
2 C -2.1030 -0.1683 0.2527  N6 1.219, H7 1.119
3 C 0.2010 -0.8753 -0.6218  C1 1.420, N5 1.494, H8 1.127
4 C 2.4436 0.5067 0.5220  C1 1.529, H9 1.122, H10 1.172, H11 1.137
5 N 1.0252 -1.6821 0.3277  C1 1.264, C3 1.494
6 N -3.1011 -0.7981 -0.0506  C2 1.219, H12 0.945
7 H -1.6400 0.6916 0.7992  C2 1.119
8 H 0.0849 -0.9241 -1.7420  C3 1.127
9 H 2.2655 0.9084 1.5540  C4 1.122
10 H 2.1594 1.4530 -0.1092  C4 1.172
11 H 3.4712 0.1499 0.1898  C4 1.137
12 H -4.0135 -0.5924 0.0875  N6 0.945

Summary:
largest force on an atom: 4.1 eV/Å
E_LUMO (spin up / spin down): 0.8361 / 0.8825 eV
frontier orbital gap (spin up / spin down): 8.1 / 7.9 eV
2S+1: 1
net charge: 0
energy relative to the best compared isomer or geometry (same formula, charge and spin): 7.067 eV
electronic energy: -7218.524 eV

---

Here is C4H6N2 in the gas phase at a distorted geometry from the Open Molecules 2025 dataset. Energies are from ωB97M-V with the def2-TZVPD basis set.

Last columns: bonded neighbours and bond lengths (Å).
Geometry (Å):
1 N -2.6276 -0.6236 -1.2968  C2 1.157
2 C -1.9349 0.1140 -0.7362  N1 1.157, C3 1.465
3 C -0.9201 0.8534 0.0193  C2 1.465, C4 1.542, H7 1.090, H8 1.108
4 C 0.0626 -0.1991 0.5710  C3 1.542, C5 1.532, N6 1.515, H9 1.117
5 C 1.1802 -0.7251 -0.3354  C4 1.532, N6 1.443, H10 1.090, H11 1.103
6 N 1.4660 0.3711 0.5579  C4 1.515, C5 1.443, H12 1.021
7 H -0.3558 1.5363 -0.6153  C3 1.090
8 H -1.4017 1.4778 0.7973  C3 1.108
9 H -0.5207 -0.7395 1.3559  C4 1.117
10 H 1.1220 -0.4990 -1.4002  C5 1.090
11 H 1.7849 -1.6338 -0.1753  C5 1.103
12 H 2.1453 0.0674 1.2577  N6 1.021

Summary:
largest force on an atom: 1.7 eV/Å
E_LUMO: 0.9299 eV
frontier orbital gap: 10.9 eV
2S+1: 1
net charge: 0
SMILES: N#CC[C@H]1CN1
energy relative to the best compared isomer or geometry (same formula, charge and spin): 2.104 eV
electronic energy: -7223.487 eV

---

Here is C4H6N2 in the gas phase at a distorted geometry from the Open Molecules 2025 dataset. Energies are from ωB97M-V with the def2-TZVPD basis set.

Last columns: bonded neighbours and bond lengths (Å).
Geometry (Å):
1 C 1.1204 0.2255 -0.7404  H6 1.157, N11 1.331, N12 1.336
2 C -1.0017 -0.7272 -0.0780  C3 1.495, H8 1.077, H9 1.047, N12 1.462
3 C -0.9057 -0.0827 1.2680  C2 1.495, C4 1.197
4 C -0.9274 0.3517 2.3833  C3 1.197, H10 1.113
5 H 2.9245 0.8642 -1.2795  N11 1.013
6 H 1.4033 -0.4330 0.1678  C1 1.157
7 H -0.4748 0.2545 -1.9424  N12 1.020
8 H -1.9801 -0.7396 -0.5275  C2 1.077
9 H -0.7215 -1.7264 0.0585  C2 1.047
10 H -1.1983 1.0398 3.2148  C4 1.113
11 N 1.9482 0.8849 -1.5471  C1 1.331, H5 1.013
12 N -0.1869 0.0882 -0.9776  C1 1.336, C2 1.462, H7 1.020

Summary:
largest force on an atom: 4.0 eV/Å
E_LUMO: 0.8862 eV
frontier orbital gap: 9.8 eV
2S+1: 1
net charge: 0
SMILES: [H]/N=C/NCC#C
energy relative to the best compared isomer or geometry (same formula, charge and spin): 3.098 eV
electronic energy: -7222.493 eV

---

Q: largest force on an atom of number 8 (C4H6N2)?
A: 1.7 eV/Å

---

Q: Number 1 is which compound?
A: C4H6N2